{
  "formula": "C54H51F15GeN7OSTeTi",
  "method": "the ωB97M-V functional and the def2-TZVPD basis",
  "elements": ["Ti", "C", "C", "N", "C", "C", "N", "C", "C", "C", "N", "C", "C", "N", "C", "H", "H", "H", "H", "H", "H", "H", "H", "H", "H", "H", "H", "H", "H", "H", "H", "H", "H", "H", "H", "H", "H", "H", "H", "C", "C", "C", "C", "C", "C", "Te", "N", "C", "O", "C", "C", "C", "C", "C", "C", "C", "C", "C", "C", "C", "C", "C", "C", "C", "C", "H", "H", "H", "H", "H", "H", "H", "H", "H", "H", "H", "H", "H", "H", "H", "H", "H", "H", "H", "H", "H", "H", "H", "N", "C", "C", "C", "N", "H", "H", "H", "H", "F", "C", "C", "C", "F", "C", "F", "C", "F", "C", "F", "Ge", "S", "C", "C", "F", "C", "F", "C", "F", "C", "F", "C", "F", "C", "C", "F", "C", "F", "C", "F", "C", "F", "C", "F"],
  "coordinates": [[0.101, 0.333, -0.398], [-0.568, -3.197, 2.402], [0.166, -2.207, 3.295], [0.154, -0.880, 2.706], [0.792, 0.140, 3.512], [1.358, 1.233, 2.625], [0.451, 1.688, 1.545], [-0.645, 2.553, 2.016], [-1.953, 1.822, 2.291], [-2.755, 1.493, 1.038], [-2.199, 0.365, 0.270], [-2.630, -0.930, 0.832], [-2.064, -2.071, 0.016], [-0.590, -2.103, 0.087], [-0.117, -3.226, 0.944], [-1.645, -3.023, 2.461], [-0.403, -4.200, 2.803], [1.195, -2.560, 3.476], [-0.326, -2.166, 4.271], [0.640, -0.933, 1.816], [1.635, -0.256, 4.099], [0.072, 0.543, 4.234], [2.262, 0.877, 2.128], [1.631, 2.089, 3.254], [1.060, 2.262, 0.971], [-0.821, 3.319, 1.255], [-0.326, 3.077, 2.925], [-2.571, 2.467, 2.921], [-1.758, 0.909, 2.858], [-2.783, 2.369, 0.387], [-3.790, 1.262, 1.319], [-2.567, 0.403, -0.681], [-3.725, -0.986, 0.850], [-2.255, -0.979, 1.854], [-2.361, -1.951, -1.027], [-2.490, -3.016, 0.369], [-0.248, -2.325, -0.847], [0.973, -3.246, 0.894], [-0.487, -4.158, 0.499], [7.302, -4.698, 5.779], [6.435, -4.036, 4.742], [5.637, -4.787, 3.889], [4.846, -4.191, 2.915], [4.023, -5.071, 2.012], [4.845, -2.793, 2.793], [3.528, -1.850, 1.421], [1.881, 0.342, -0.457], [3.002, 1.064, -0.632], [3.852, 1.275, 0.240], [3.196, 1.756, -1.969], [4.105, 2.811, -2.035], [4.299, 3.499, -3.224], [3.597, 3.127, -4.362], [2.703, 2.066, -4.306], [2.500, 1.381, -3.116], [4.724, -2.107, -0.298], [6.090, -1.861, -0.199], [6.917, -2.034, -1.298], [6.373, -2.445, -2.506], [5.012, -2.690, -2.600], [4.165, -2.537, -1.504], [2.704, -2.871, -1.637], [5.658, -2.016, 3.630], [5.759, -0.511, 3.562], [6.436, -2.659, 4.593], [7.021, -5.740, 5.922], [7.224, -4.189, 6.740], [8.352, -4.674, 5.481], [5.634, -5.868, 3.979], [4.315, -6.114, 2.127], [4.146, -4.789, 0.965], [2.957, -4.986, 2.241], [4.654, 3.066, -1.137], [5.007, 4.317, -3.266], [3.752, 3.656, -5.294], [2.152, 1.778, -5.193], [1.799, 0.557, -3.067], [6.512, -1.526, 0.741], [7.978, -1.839, -1.210], [7.006, -2.577, -3.374], [4.587, -3.013, -3.544], [2.455, -3.102, -2.671], [2.078, -2.036, -1.318], [2.456, -3.741, -1.021], [5.329, -0.094, 2.654], [6.805, -0.207, 3.621], [5.242, -0.055, 4.411], [7.066, -2.056, 5.240], [0.601, 3.460, -1.166], [0.058, 4.598, -1.652], [-1.226, 4.308, -2.038], [-1.360, 2.928, -1.806], [-0.252, 2.424, -1.289], [1.593, 3.245, -1.145], [0.625, 5.512, -1.679], [-1.951, 4.985, -2.452], [-2.201, 2.281, -2.000], [-0.993, 0.939, -7.524], [0.144, 0.328, -7.147], [0.195, -0.374, -5.954], [1.391, -1.020, -5.681], [1.523, -1.778, -4.591], [2.492, -0.941, -6.517], [3.623, -1.572, -6.211], [2.407, -0.203, -7.683], [3.453, -0.115, -8.496], [1.220, 0.431, -8.008], [1.125, 1.123, -9.143], [-1.312, -0.378, -4.675], [-0.708, -0.673, -2.647], [-2.263, 1.326, -5.005], [-3.603, 1.465, -5.326], [-4.398, 0.395, -5.443], [-4.190, 2.697, -5.565], [-5.485, 2.787, -5.862], [-3.417, 3.842, -5.504], [-3.963, 5.031, -5.732], [-2.067, 3.743, -5.214], [-1.314, 4.843, -5.182], [-1.523, 2.497, -4.971], [-0.207, 2.436, -4.722], [-2.509, -1.889, -5.087], [-3.594, -2.127, -4.257], [-3.911, -1.243, -3.299], [-4.387, -3.252, -4.362], [-5.422, -3.441, -3.543], [-4.092, -4.198, -5.331], [-4.842, -5.287, -5.446], [-3.016, -4.001, -6.176], [-2.731, -4.906, -7.110], [-2.245, -2.858, -6.038], [-1.213, -2.724, -6.883]],
  "multiplicity": 2,
  "homo_energy_ha": [-0.261, -0.261],
  "s2": 0.76,
  "orbital_gap_ev": [7.1, 7.1],
  "lumo_energy_ev": [0.02, 0.02]
}

***

{
  "formula": "C54H52Cl2GeKN4O4Se",
  "method": "the ωB97M-V functional and the def2-TZVPD basis",
  "elements": ["K", "C", "O", "C", "C", "C", "C", "C", "C", "C", "C", "C", "C", "C", "N", "C", "C", "C", "C", "C", "C", "C", "C", "C", "C", "O", "C", "C", "C", "C", "N", "C", "C", "C", "C", "C", "C", "O", "C", "C", "C", "C", "C", "C", "C", "N", "C", "C", "N", "C", "C", "C", "C", "O", "C", "C", "C", "H", "H", "H", "H", "H", "H", "H", "H", "H", "H", "H", "H", "H", "H", "H", "H", "H", "H", "H", "H", "H", "H", "H", "H", "H", "H", "H", "H", "H", "H", "H", "H", "H", "H", "H", "H", "Cl", "C", "Cl", "H", "H", "C", "Ge", "C", "C", "C", "Se", "C", "H", "H", "H", "H", "H", "H", "H", "H", "H", "H", "H", "H", "H", "H"],
  "coordinates": [[-0.908, 0.146, -0.230], [-7.189, 7.821, 0.375], [-7.006, 6.471, -0.130], [-6.169, 5.639, 0.486], [-6.145, 4.312, -0.072], [-5.257, 3.386, 0.381], [-4.435, 3.611, 1.501], [-4.537, 4.904, 2.078], [-5.275, 5.933, 1.534], [-3.479, 2.524, 1.810], [-2.095, 2.928, 2.035], [-1.621, 4.096, 2.792], [-0.234, 4.087, 2.653], [0.108, 2.868, 1.898], [-1.031, 2.238, 1.537], [1.506, 2.410, 1.696], [2.018, 1.053, 2.045], [3.046, 0.701, 3.031], [3.126, -0.677, 3.040], [2.085, -1.125, 2.113], [1.594, -2.480, 1.917], [2.506, -3.589, 1.684], [3.759, -3.746, 2.355], [4.672, -4.648, 1.870], [4.428, -5.447, 0.717], [5.474, -6.168, 0.221], [5.357, -7.089, -0.842], [3.174, -5.343, 0.103], [2.229, -4.527, 0.678], [0.185, -2.848, 1.961], [-0.875, -2.170, 1.477], [-2.012, -2.876, 1.865], [-3.370, -2.487, 1.647], [-4.284, -3.565, 1.184], [-5.521, -3.814, 1.799], [-6.375, -4.743, 1.217], [-6.162, -5.254, -0.089], [-7.248, -5.821, -0.641], [-7.229, -6.398, -1.957], [-4.883, -5.038, -0.696], [-4.003, -4.230, -0.025], [-3.833, -1.096, 1.742], [-5.190, -0.699, 2.132], [-5.251, 0.661, 2.019], [-3.906, 1.126, 1.723], [-3.076, 0.037, 1.565], [-1.645, -4.122, 2.516], [-0.281, -4.058, 2.664], [1.478, -0.075, 1.485], [2.404, 3.397, 1.121], [3.793, 3.224, 1.247], [4.638, 3.909, 0.404], [4.152, 4.939, -0.472], [4.950, 5.750, -1.215], [6.317, 5.355, -1.400], [2.770, 5.202, -0.497], [1.926, 4.485, 0.297], [-7.423, 8.442, -0.511], [-6.246, 8.204, 0.720], [-7.969, 7.842, 1.148], [-6.746, 4.042, -0.942], [-5.151, 2.431, -0.098], [-4.017, 5.107, 2.983], [-5.239, 6.924, 1.973], [-2.279, 4.796, 3.337], [0.456, 4.750, 3.119], [3.595, 1.379, 3.678], [3.771, -1.294, 3.646], [3.928, -3.207, 3.263], [5.677, -4.697, 2.293], [6.354, -7.460, -1.057], [5.066, -6.577, -1.752], [4.668, -7.906, -0.621], [2.938, -5.941, -0.756], [1.213, -4.463, 0.307], [-5.769, -3.317, 2.721], [-7.368, -4.929, 1.677], [-8.070, -6.029, -2.583], [-7.350, -7.492, -1.839], [-6.261, -6.197, -2.485], [-4.587, -5.522, -1.657], [-3.043, -4.071, -0.484], [-6.006, -1.345, 2.385], [-6.106, 1.302, 2.270], [-2.344, -4.887, 2.800], [0.331, -4.806, 3.123], [4.182, 2.474, 1.900], [5.696, 3.617, 0.392], [6.725, 6.019, -2.173], [6.377, 4.289, -1.722], [6.933, 5.412, -0.498], [2.341, 5.969, -1.139], [0.871, 4.586, 0.252], [-3.164, 1.367, -3.200], [-3.022, 0.258, -4.572], [-2.499, -1.174, -3.681], [-2.238, 0.643, -5.266], [-4.030, 0.078, -4.994], [5.184, 1.756, -3.712], [5.536, 0.078, -2.742], [6.787, -0.974, -3.856], [6.187, 0.391, -0.887], [3.824, -0.855, -2.606], [2.414, 0.408, -2.449], [1.538, 0.129, -4.177], [6.130, 2.118, -4.076], [4.614, 2.485, -3.158], [4.560, 1.569, -4.576], [7.588, -0.381, -4.278], [6.220, -1.409, -4.694], [7.253, -1.787, -3.290], [7.187, 0.870, -0.955], [6.291, -0.487, -0.219], [5.553, 1.074, -0.305], [3.914, -1.386, -1.643], [3.709, -1.597, -3.379], [2.283, 0.050, -4.935], [0.917, 1.021, -4.304], [0.945, -0.768, -4.066]],
  "total_charge": -1,
  "homo_energy_ha": [-0.098, -0.098],
  "orbital_gap_ev": [4.3, 4.3],
  "lumo_energy_ev": [1.61, 1.61]
}